1.
# C37H43AsN4O3SiTi

C37H43AsN4O3SiTi as an isolated structure (wB97M-V/def2-TZVPD, OMol25).

Values from the calculation:
HOMO (spin up / spin down) = -6.0 / -7.7 eV
Energy relative to the best compared isomer or geometry (same formula, charge and spin) = 0.0000 eV
Largest force on an atom = 0.75 eV/Å
Spin multiplicity = 3
Expectation value of S² = 2.02
Gap between HOMO and LUMO (spin up / spin down) = 0.2041 / 0.2533 Eh
Lowest unoccupied orbital energy (spin up / spin down) = -0.01758 / -0.03119 hartree

Positions of all 90 atoms, in Å:
Ti -0.43459 0.12091 -0.06370
O 6.24811 1.58151 -1.36890
C 5.79889 1.44586 -0.21836
O 6.30114 1.64084 0.90057
C 4.31330 1.01370 -0.17397
C 3.60498 0.78267 -1.34489
C 2.26393 0.46400 -1.28543
N 1.60201 0.34925 -0.10299
C 2.29542 0.57595 1.04305
C 3.63839 0.90428 1.03147
C 1.46786 0.51396 2.24430
C 1.96143 0.70672 3.53453
C 1.09064 0.67814 4.60061
C -0.26765 0.47068 4.36591
C -0.68928 0.28972 3.06947
N 0.15260 0.29563 2.02222
C 1.40349 0.28222 -2.45471
C 1.85807 0.32804 -3.77155
C 0.95397 0.16760 -4.80045
C -0.39181 -0.02952 -4.50419
C -0.77391 -0.06227 -3.18169
N 0.09890 0.08368 -2.17444
H 4.15099 0.89833 -2.27251
H 4.20830 1.11192 1.92798
H 3.01679 0.88328 3.68267
H 1.45722 0.82683 5.60763
H -0.98568 0.45679 5.17340
H -1.73480 0.14908 2.82881
H 2.90735 0.48691 -3.97315
H 1.29012 0.19985 -5.82836
H -1.13098 -0.15066 -5.28283
H -1.80798 -0.20168 -2.88852
C -4.79538 0.11843 1.76711
Si -3.73480 -0.54992 0.36532
C -2.98634 -2.14100 1.02021
C -4.81258 -1.07140 -1.08384
N -2.46406 0.54932 -0.08338
C -2.80651 1.85746 -0.44363
C -4.07675 2.30518 -0.82607
C -4.32572 3.63692 -1.13507
C -3.31142 4.57674 -1.08747
C -2.02674 4.16841 -0.74470
C -1.80561 2.84257 -0.44887
O -0.53996 2.33747 -0.15205
C 0.48239 3.19786 0.25762
C 0.52191 3.60237 1.57958
C 1.61106 4.34203 2.01722
C 2.64032 4.65663 1.13939
C 2.57084 4.25577 -0.18733
C 1.47759 3.52998 -0.64043
H -5.63076 -0.56432 1.94722
H -5.20532 1.11229 1.59476
H -4.21037 0.16026 2.69051
H -3.76782 -2.68626 1.55827
H -2.15677 -1.98782 1.71306
H -2.63871 -2.78332 0.21140
H -5.43212 -1.92485 -0.79352
H -4.18761 -1.39304 -1.92193
H -5.48005 -0.29078 -1.45104
H -4.89458 1.60027 -0.88669
H -5.32764 3.93405 -1.41755
H -3.50297 5.61395 -1.32523
H -1.20675 4.87423 -0.71466
H -0.28193 3.32022 2.24883
H 1.66539 4.65627 3.05150
H 3.50455 5.20372 1.49081
H 3.37999 4.48906 -0.86678
H 1.40561 3.19621 -1.66771
C -1.24159 -4.33252 -1.75130
C -0.64065 -4.30839 -0.35081
As 0.32835 -2.63328 -0.03723
C 1.16613 -2.95026 1.71750
C 1.30093 -4.39534 2.18356
C 1.84151 -2.88177 -1.26484
C 2.49321 -4.25746 -1.30967
H -1.75888 -5.27364 -1.94255
H -0.47158 -4.21866 -2.51738
H -1.96186 -3.52260 -1.89161
H 0.04563 -5.14157 -0.20346
H -1.41496 -4.39311 0.41179
H 0.57132 -2.38437 2.43692
H 2.14080 -2.45669 1.66879
H 0.32404 -4.86234 2.31486
H 1.81451 -4.43602 3.14574
H 1.86770 -5.00828 1.48454
H 2.57516 -2.12808 -0.97239
H 1.48438 -2.59222 -2.25615
H 2.93297 -4.52413 -0.34918
H 3.29855 -4.26815 -2.04592
H 1.78677 -5.04033 -1.58803

=====

2.
# C37H43CoF3N6O7PS3Si

C37H43CoF3N6O7PS3Si as an isolated structure (wB97M-V/def2-TZVPD, OMol25).

Values from the calculation:
HOMO (spin up / spin down) = -5.0 / -4.9 eV
Largest force on an atom = 0.90 eV/Å
Total charge = -1
Spin multiplicity = 2
Expectation value of S² = 1.20
Gap between HOMO and LUMO (spin up / spin down) = 0.2665 / 0.2642 Eh
Lowest unoccupied orbital energy (spin up / spin down) = 0.08326 / 0.08328 hartree

Positions of all 102 atoms, in Å:
Co -0.09824 0.53696 0.14718
C -1.70339 -1.54653 -2.13121
C -1.15980 -1.99261 -0.81594
N -1.28387 -1.18677 0.18337
N -1.34843 -1.84238 1.40875
C -1.14980 -1.07663 2.41831
S -0.66957 0.56626 2.38469
S -1.48068 -1.81135 4.01884
C -0.91959 -3.50538 3.73334
C 0.50876 -3.83118 4.10874
C 1.01516 -5.07519 3.73311
C 2.29075 -5.46919 4.10540
C 3.08636 -4.62159 4.86725
C 2.59530 -3.37727 5.23349
C 1.31893 -2.98159 4.85056
C -0.54853 -3.32153 -0.66182
C -1.00058 -4.43667 -1.36307
C -0.36488 -5.66246 -1.26033
C 0.77053 -5.77090 -0.46350
C 1.26169 -4.67106 0.21827
C 0.60978 -3.43943 0.13135
O 1.04825 -2.33722 0.74672
H -2.79212 -1.64999 -2.09095
H -1.31729 -2.12664 -2.96503
H -1.49201 -0.49110 -2.27589
H -1.10488 -3.71486 2.67872
H -1.58589 -4.14328 4.31823
H 0.39713 -5.73915 3.13833
H 2.66306 -6.44150 3.80609
H 4.08102 -4.92756 5.16699
H 3.20948 -2.70224 5.81679
H 0.94417 -2.00418 5.12699
H -1.87693 -4.33463 -1.99156
H -0.74230 -6.52188 -1.79795
H 1.28042 -6.72268 -0.37461
H 2.15417 -4.74532 0.82930
F -4.55048 1.55176 -0.02846
C -4.21722 2.43389 -0.97171
F -4.42458 1.85895 -2.16602
F -5.04724 3.48102 -0.87412
S -2.46476 2.95900 -0.80324
O -2.39180 3.57933 0.49912
O -2.25653 3.84524 -1.92987
O -1.75225 1.69198 -0.91788
N 0.85091 3.62944 -0.29348
N 0.43170 2.63885 0.65538
H 0.76341 4.55750 0.11214
H 0.20337 3.59159 -1.07520
H -0.44125 2.91726 1.10445
H 1.15794 2.53698 1.35816
N 3.45492 -2.03622 1.92636
C 4.36877 -1.07198 1.29963
P 3.54996 0.56461 1.08113
O 4.03892 1.52942 2.10430
O 2.08318 0.35141 0.86025
C 4.16390 1.12701 -0.58008
N 2.99853 1.70828 -1.28695
H 2.96594 -1.60883 2.70623
H 3.97110 -2.82130 2.30545
H 1.92653 -2.39008 1.17709
H 4.67073 -1.46708 0.32654
H 5.27188 -0.88379 1.89066
H 4.53637 0.29745 -1.18082
H 4.94271 1.87792 -0.46175
H 3.18928 1.93537 -2.26311
H 2.59840 2.55773 -0.85372
H 2.18255 1.03398 -1.27401
O 0.70740 0.35632 -1.69487
Si 1.15499 0.31887 -3.22406
C 0.00800 -0.40216 -4.54049
C -1.14689 0.27326 -4.95282
C -1.96804 -0.23787 -5.94399
C -1.64819 -1.44269 -6.55953
C -0.50646 -2.12604 -6.17384
C 0.31137 -1.60699 -5.17566
C 2.73206 -0.73290 -3.28576
C 3.64652 -0.78994 -4.34186
C 4.77054 -1.60347 -4.28261
C 4.99315 -2.40006 -3.16649
C 4.08589 -2.37929 -2.11672
C 2.97474 -1.54671 -2.17349
C 1.50270 2.08898 -3.81865
C 2.68788 2.57396 -4.37824
C 2.84482 3.91988 -4.69524
C 1.81102 4.81459 -4.46061
C 0.62349 4.35846 -3.90236
C 0.47979 3.01622 -3.58422
H -1.42397 1.20901 -4.48051
H -2.85982 0.30222 -6.23712
H -2.28826 -1.84470 -7.33550
H -0.24942 -3.06592 -6.64758
H 1.19368 -2.16203 -4.87802
H 3.46528 -0.21445 -5.24336
H 5.46949 -1.62274 -5.11027
H 5.86671 -3.03908 -3.12076
H 4.24076 -3.01411 -1.25142
H 2.27907 -1.50920 -1.34104
H 3.51580 1.89933 -4.56868
H 3.77795 4.26816 -5.12217
H 1.93341 5.86312 -4.70310
H -0.19120 5.03930 -3.68740
H -0.44154 2.70176 -3.10662